Entry 1
12
Properties=species:S:1:pos:R:3 method="wB97M-V/def2-TZVPD" total_charge=-1 homo_ev=-1.7 gap_ev=5.478
C -0.978 1.429 -0.173
C -1.561 -1.099 0.071
C 0.149 0.824 -0.528
N -2.077 1.843 -0.098
N 1.831 -0.664 0.436
N 1.169 0.729 0.435
O -1.300 -1.085 1.198
O -1.874 -1.245 -1.030
H 0.393 0.435 -1.529
H 1.094 -1.347 0.199
H 2.450 -0.593 -0.355
H 0.704 0.772 1.375



Entry 2
12
Properties=species:S:1:pos:R:3 method="wB97M-V/def2-TZVPD" total_charge=-1 homo_ev=-3.2 gap_ev=7.235
C -0.440 1.268 -0.587
C 0.259 -0.909 0.252
C -1.116 1.328 0.783
N -0.204 -0.728 1.376
N 0.372 0.158 -0.765
N 1.059 -1.986 -0.257
O -0.877 2.200 1.647
O -0.700 2.017 -1.466
H -2.238 1.041 0.796
H 0.645 -0.242 -1.713
H 1.325 -2.537 0.627
H 1.916 -1.611 -0.692



Quick one: least stable of them? entry 1



Entry 1
10
Properties=species:S:1:pos:R:3 method="wB97M-V/def2-TZVPD" smiles="CC(=S)NO" homo_ev=-8.8 gap_ev=9.568
C 1.315 -0.493 -0.026
C 0.078 0.346 -0.031
S 0.082 2.026 -0.014
N -1.067 -0.301 -0.066
O -2.232 0.341 0.013
H 2.129 0.232 0.021
H 1.390 -1.018 0.941
H 1.522 -1.177 -0.821
H -1.217 -1.261 0.089
H -2.000 1.304 -0.105



Entry 2
10
Properties=species:S:1:pos:R:3 method="wB97M-V/def2-TZVPD" smiles="NCC(=O)S" homo_ev=-9.7 gap_ev=10.157
N -0.552 -1.811 -0.687
C 0.637 -0.866 -0.653
C 0.476 0.538 -0.132
O 1.357 1.418 -0.228
S -0.868 0.661 0.929
H -0.087 -2.823 -0.459
H -0.783 -1.819 -1.706
H 1.426 -1.298 -0.043
H 0.976 -0.765 -1.744
H -1.305 -0.578 0.436



Entry 3
10
Properties=species:S:1:pos:R:3 method="wB97M-V/def2-TZVPD" homo_ev=-9.1 gap_ev=9.863
C -0.316 0.102 0.513
C 0.060 0.352 -0.943
N 1.286 0.149 1.121
O 2.715 0.010 -1.043
S 1.832 0.909 -0.377
H -0.651 0.934 1.104
H -0.880 -0.807 0.756
H 0.138 -0.486 -1.504
H -0.541 1.020 -1.356
H 1.561 -0.783 1.317



Quick one: least stable of them? entry 3



Entry 1
10
Properties=species:S:1:pos:R:3 method="wB97M-V/def2-TZVPD" homo_ev=-8.9 gap_ev=8.977
C -0.575 -1.621 -0.006
C 0.866 0.493 0.181
H -1.199 -1.498 1.041
H -1.263 -1.322 -0.826
H -0.637 -2.624 0.096
H 2.006 0.978 0.247
H -0.498 3.271 0.093
N -0.199 1.156 -0.422
O 0.483 2.511 -0.546
S 1.017 -1.344 0.142



Entry 2
10
Properties=species:S:1:pos:R:3 method="wB97M-V/def2-TZVPD" homo_ev=-9.2 gap_ev=9.698
O 0.878 -1.135 -0.436
C 0.796 -0.011 0.431
C -0.131 1.030 -0.096
N -1.365 0.852 -0.423
S -2.256 -0.504 0.034
H 0.726 -0.844 -1.338
H 1.833 0.383 0.619
H 0.447 -0.391 1.401
H 0.364 1.970 -0.373
H -1.292 -1.349 0.182



Entry 3
10
Properties=species:S:1:pos:R:3 method="wB97M-V/def2-TZVPD" smiles="NCC(O)=S" homo_ev=-8.9 gap_ev=9.051
N 1.450 -0.659 -0.226
C 0.470 0.409 0.172
C -0.993 -0.063 -0.079
O -1.890 0.926 -0.131
S -1.336 -1.637 0.029
H 0.873 -1.355 -0.973
H 1.691 -1.249 0.574
H 0.407 1.217 -0.514
H 0.556 0.803 1.265
H -1.228 1.607 -0.116



Quick one: least stable of them? entry 1



Entry 1
10
Properties=species:S:1:pos:R:3 method="wB97M-V/def2-TZVPD" homo_ev=-9.3 gap_ev=9.920
C -3.035 0.704 -0.126
C -3.101 -0.152 0.712
N 0.677 0.066 -1.705
O 0.762 0.812 0.665
S 1.545 1.037 -0.582
H -3.302 1.071 -0.989
H 1.026 -0.083 -2.667
H -2.912 -0.826 1.517
H 0.151 -0.634 -1.292
H 2.860 0.270 -0.290



Entry 2
10
Properties=species:S:1:pos:R:3 method="wB97M-V/def2-TZVPD" smiles="NC(=S)CO" homo_ev=-8.6 gap_ev=9.103
N -1.353 0.112 -0.218
C -0.098 0.568 -0.608
S 0.047 1.545 -1.865
C 1.066 -0.096 0.150
O 0.527 -1.089 1.060
H -1.419 -0.816 0.100
H -2.150 0.553 -0.560
H 1.513 -0.738 -0.624
H 1.750 0.482 0.733
H 0.118 -0.521 1.833



Entry 3
10
Properties=species:S:1:pos:R:3 method="wB97M-V/def2-TZVPD" smiles="NC(=S)CO" homo_ev=-8.2 gap_ev=8.397
N -0.451 1.374 -0.123
C -0.702 0.132 0.083
S -2.240 -0.423 -0.127
C 0.192 -0.882 0.152
O 1.562 -0.274 -0.167
H 0.468 1.604 0.721
H -1.191 2.128 -0.259
H 0.341 -1.112 1.305
H -0.127 -1.757 -0.518
H 2.148 -0.791 -1.067



Entry 4
10
Properties=species:S:1:pos:R:3 method="wB97M-V/def2-TZVPD" homo_ev=-9.0 gap_ev=7.978
C -0.562 1.217 0.069
C -0.463 -0.240 0.142
H -1.470 1.212 -0.663
H -0.634 1.683 1.293
H 0.505 1.347 -0.330
H 1.543 0.482 -0.659
H 0.635 -2.325 -0.287
N 0.890 -0.429 0.206
O 1.445 -1.659 0.138
S -1.889 -1.288 0.092



Quick one: least stable of them? entry 4



Entry 1
10
Properties=species:S:1:pos:R:3 method="wB97M-V/def2-TZVPD" smiles="CONC=S" homo_ev=-8.8 gap_ev=8.848
C 1.647 -0.884 -0.210
O 1.192 0.205 0.597
N 0.540 1.087 -0.293
C -0.789 0.855 -0.139
S -1.447 -0.609 0.042
H 0.888 -1.431 -0.665
H 2.296 -0.548 -0.996
H 2.262 -1.585 0.273
H 0.602 2.282 0.091
H -1.355 1.944 -0.008



Entry 2
10
Properties=species:S:1:pos:R:3 method="wB97M-V/def2-TZVPD" homo_ev=-8.3 gap_ev=8.066
C -1.356 0.527 0.170
C 1.590 -0.050 -0.372
H -0.611 1.274 -0.098
H -2.383 0.943 -0.629
H -1.877 0.662 1.257
H 1.180 -2.061 0.552
H 1.162 1.386 -0.802
N 0.641 -1.178 0.041
O 2.698 -0.370 0.086
S -1.044 -1.134 -0.205



Quick one: least stable of them? entry 2



Entry 1
10
Properties=species:S:1:pos:R:3 method="wB97M-V/def2-TZVPD" smiles=c1c[nH+]c[nH]1 total_charge=+1 homo_ev=-15.2 gap_ev=11.616
C -0.862 -0.460 -0.689
C 0.164 -1.167 -0.189
N 0.920 -0.260 0.566
C 0.397 0.936 0.471
N -0.718 0.844 -0.254
H -1.694 -0.749 -1.254
H 0.488 -2.182 -0.221
H 1.787 -0.527 1.010
H 0.702 1.859 0.927
H -1.169 1.655 -0.655



Entry 2
10
Properties=species:S:1:pos:R:3 method="wB97M-V/def2-TZVPD" total_charge=+1 homo_ev=-15.8 gap_ev=7.074
C -0.796 -0.312 0.742
C 0.712 0.277 -0.831
N 1.935 0.029 -0.690
C -0.261 -0.783 -0.539
N -1.653 0.592 0.764
H -0.355 -0.877 1.580
H 0.192 1.208 -1.098
H 2.516 0.866 -0.639
H -0.072 -1.801 -0.874
H -2.218 0.802 1.584



Quick one: least stable of them? entry 2



Entry 1
10
Properties=species:S:1:pos:R:3 method="wB97M-V/def2-TZVPD" total_charge=+1 homo_ev="-15.9 / -15.1" gap_ev="9.747 / 6.620"
C -1.476 -0.505 0.146
C -0.124 -1.173 0.067
C -0.011 1.074 -0.046
N -1.420 0.732 0.100
N 0.720 -0.081 -0.155
H 0.301 -1.740 0.960
H 0.009 -1.760 -0.840
H 0.024 1.746 -0.904
H 0.358 1.992 1.213
H 1.618 -0.284 -0.540



Entry 2
10
Properties=species:S:1:pos:R:3 method="wB97M-V/def2-TZVPD" total_charge=+1 homo_ev=-16.0 gap_ev=10.994
C -0.153 1.059 -0.522
C -0.606 -0.061 0.430
C 0.840 -0.113 -0.119
N 0.632 -0.367 1.239
N -0.278 -1.169 -0.460
H -0.367 1.394 -1.503
H 0.114 2.317 0.522
H 0.887 0.179 2.062
H -0.232 -2.201 -0.267
H -0.838 -1.038 -1.382



Entry 3
10
Properties=species:S:1:pos:R:3 method="wB97M-V/def2-TZVPD" total_charge=+1 homo_ev=-17.1 gap_ev=10.025
C -1.201 1.069 -0.138
C -0.870 -0.129 0.346
C 0.100 -0.886 -0.255
N 2.871 0.163 0.475
N 2.023 -0.161 -0.119
H -1.890 1.720 0.393
H -0.787 1.336 -1.077
H -1.241 -0.431 1.326
H 0.514 -1.717 0.329
H 0.480 -0.965 -1.279



Entry 4
10
Properties=species:S:1:pos:R:3 method="wB97M-V/def2-TZVPD" total_charge=+1 homo_ev=-16.0 gap_ev=10.691
C 1.163 0.035 -0.003
C -0.136 -0.098 0.804
C -0.072 -0.052 -0.786
N -0.835 -0.995 0.011
N -0.905 1.037 -0.003
H 1.955 0.891 -0.042
H 1.933 -1.536 -0.200
H -0.621 -2.019 -0.096
H -1.881 0.754 0.143
H -0.601 1.983 0.173



Quick one: least stable of them? entry 4



Entry 1
10
Properties=species:S:1:pos:R:3 method="wB97M-V/def2-TZVPD" total_charge=+1 homo_ev="-15.5 / -15.4" gap_ev="9.070 / 7.440"
C 0.447 0.645 -1.230
C -0.834 0.022 -0.881
C 0.765 -0.068 0.722
N 1.357 0.515 -0.386
N -0.504 -0.311 0.526
H -1.869 0.526 -1.083
H -0.705 -0.871 -1.604
H 1.237 -0.777 1.377
H 1.065 1.308 1.497
H -0.958 -0.990 1.062



Entry 2
10
Properties=species:S:1:pos:R:3 method="wB97M-V/def2-TZVPD" total_charge=+1 homo_ev="-15.8 / -15.6" gap_ev="7.475 / 7.607"
C 0.093 -0.518 -0.366
C -0.521 -1.755 -0.472
C 0.580 1.276 0.117
N 1.087 0.353 -0.785
N -0.417 0.449 0.592
H -1.185 -1.958 0.243
H -0.021 -2.441 -1.112
H 1.166 1.910 0.883
H 0.135 2.249 -0.499
H -0.918 0.434 1.398



Quick one: least stable of them? entry 1